Molecular formula: C45H34N4O2
Method: DFT, ωB97M-V/def2-TZVPD

```
85
Properties=species:S:1:pos:R:3:forces:R:3:mulliken_charge:R:1
C -1.295 -3.467 -0.842 -4.277 -5.095 -2.450 -0.047
N -2.778 -3.353 -0.650 0.960 -0.961 0.140 1.117
O -3.222 -3.653 0.489 0.420 0.579 -1.089 -0.756
O -3.509 -2.968 -1.579 0.581 -0.062 1.639 -0.697
C -0.985 -3.904 -2.218 0.318 0.259 0.426 -0.286
C -1.729 -3.463 -3.324 -0.029 -0.212 -0.785 0.065
C -1.718 -4.212 -4.499 0.133 0.137 0.143 -0.830
C -0.829 -5.290 -4.632 0.076 0.067 -0.156 0.555
C -0.871 -6.167 -5.780 -0.026 -1.391 -1.600 -0.058
N -0.897 -6.924 -6.675 0.052 1.703 1.889 -0.558
C 0.163 -5.483 -3.661 0.170 0.290 0.247 -1.015
C 0.104 -4.763 -2.464 -0.062 -0.446 -0.536 -0.013
H -0.876 -4.142 -0.088 -0.331 0.387 -0.052 0.455
H -2.319 -2.556 -3.239 0.011 -0.557 -0.184 0.574
H -2.403 -3.968 -5.314 0.271 -0.046 0.234 0.410
H 0.972 -6.191 -3.870 -0.344 0.231 0.243 0.407
H 0.895 -4.875 -1.719 -0.388 -0.264 -0.037 0.420
C -1.138 3.568 -6.464 0.124 -0.014 -0.006 -0.385
C -0.533 2.366 -6.858 0.037 0.109 0.179 -0.707
C 0.457 1.799 -6.057 -0.051 0.378 0.201 -0.268
C 0.855 2.464 -4.892 -0.198 -0.121 -0.151 0.419
N 1.863 1.867 -4.079 0.171 -0.318 -0.149 0.908
C 3.141 2.492 -4.024 0.251 0.030 -0.235 0.330
C 3.384 3.539 -3.139 0.385 0.072 -0.223 0.064
C 4.611 4.208 -3.188 -0.065 -0.248 0.006 -0.810
C 5.602 3.793 -4.083 -0.168 -0.062 -0.005 -0.392
C 5.364 2.717 -4.947 -0.119 0.083 0.110 -0.690
C 4.128 2.073 -4.930 -0.062 0.231 0.356 -0.272
C 1.405 1.076 -2.994 -0.115 -0.348 -0.085 0.359
C 1.507 -0.318 -3.130 0.209 0.517 0.146 -0.244
C 1.007 -1.147 -2.153 -0.606 -0.254 0.673 -1.182
C 0.342 -0.620 -0.996 1.304 1.461 -1.202 0.219
C -0.295 -1.484 -0.081 1.379 4.184 2.204 1.128
C -0.357 -1.223 1.286 0.596 0.317 0.793 0.397
C -1.281 -1.880 2.166 0.019 0.276 0.203 -0.899
C -1.417 -1.496 3.485 -0.282 -0.309 -0.267 -0.714
C -0.621 -0.462 4.041 -0.356 0.364 0.613 1.424
N -0.885 0.010 5.322 0.211 -0.444 -1.241 0.745
C -0.051 0.932 6.028 0.370 0.534 0.706 -0.718
C -0.575 2.179 6.416 0.213 -0.187 -0.225 0.039
C 0.177 3.041 7.216 0.092 -0.314 -0.062 -0.715
C 1.428 2.637 7.697 -0.161 -0.131 -0.093 -0.349
C 1.933 1.381 7.347 -0.100 0.093 -0.266 -0.780
C 1.219 0.546 6.482 -0.301 0.096 0.067 0.203
C -2.120 -0.319 5.963 -0.768 -0.121 0.772 -0.850
C -2.109 -1.009 7.189 -0.047 -0.058 -0.472 -0.202
C -3.316 -1.359 7.802 0.072 0.253 -0.111 -0.671
C -4.531 -0.929 7.258 0.197 0.083 -0.097 -0.357
C -4.538 -0.168 6.083 0.268 -0.139 0.000 -0.788
C -3.340 0.110 5.419 0.164 -0.031 0.216 0.429
C 0.397 0.105 3.236 0.366 0.163 -0.472 -0.879
C 0.516 -0.259 1.910 -0.361 0.003 0.402 -1.252
C 0.289 0.814 -0.881 -0.046 -0.587 0.043 -1.333
C 0.799 1.641 -1.871 0.074 -0.266 0.012 -0.254
C 0.256 3.654 -4.492 -0.301 -0.071 -0.353 -0.003
C -0.758 4.205 -5.278 0.229 -0.169 -0.032 -0.840
H -1.903 4.020 -7.096 0.156 -0.150 0.181 0.365
H -0.819 1.868 -7.788 -0.018 0.220 0.309 0.364
H 0.940 0.848 -6.297 -0.190 0.359 -0.028 0.354
H 2.598 3.827 -2.439 0.338 0.041 -0.178 0.129
H 4.779 5.051 -2.521 0.079 -0.175 -0.137 0.365
H 6.562 4.309 -4.107 -0.276 -0.141 0.002 0.362
H 6.136 2.381 -5.641 -0.182 0.152 0.207 0.362
H 3.899 1.238 -5.596 0.111 0.311 0.185 0.360
H 1.988 -0.704 -4.033 -0.156 0.045 0.383 0.452
H 1.122 -2.229 -2.253 -0.168 0.345 -0.010 0.424
H -0.873 -2.367 -0.580 0.172 0.694 0.349 -0.649
H -1.943 -2.647 1.769 0.073 0.044 0.038 0.403
H -2.187 -1.970 4.103 0.384 0.166 -0.281 0.502
H -1.576 2.467 6.082 0.336 -0.111 0.110 0.410
H -0.227 4.020 7.476 0.120 -0.292 -0.030 0.391
H 1.998 3.296 8.354 -0.172 -0.228 -0.201 0.382
H 2.887 1.039 7.752 -0.238 0.156 -0.180 0.363
H 1.613 -0.429 6.188 -0.107 0.263 0.144 0.438
H -1.149 -1.287 7.635 -0.362 0.035 -0.191 0.404
H -3.299 -1.960 8.715 -0.030 0.274 -0.287 0.390
H -5.468 -1.176 7.761 0.278 0.082 -0.185 0.384
H -5.473 0.214 5.672 0.226 -0.197 0.117 0.369
H -3.333 0.676 4.482 -0.045 -0.209 0.320 0.447
H 1.049 0.878 3.650 -0.205 -0.288 -0.108 0.462
H 1.260 0.229 1.284 0.002 -0.183 0.295 0.643
H -0.192 1.269 -0.014 -0.033 -0.222 -0.305 0.597
H 0.736 2.731 -1.787 -0.094 -0.502 0.042 0.159
H 0.581 4.109 -3.555 -0.170 0.045 -0.381 0.154
H -1.229 5.133 -4.956 0.019 -0.209 -0.200 0.362
```
Forces are in eV/Å.

Properties
LUMO energy = -1.897 eV
total charge = 0
spin multiplicity = 1
HOMO energy = -6.52 eV
HOMO-LUMO gap = 4.62 eV
energy relative to the best compared isomer or geometry (same formula, charge and spin) = 435.42 kJ/mol